Arrangement A

Below is a molecular structure, C19H25AuGeN5O4S3, with properties calculated with ωB97M-V/def2-TZVPD.

Geometry as XYZ:
```
58
Properties=species:S:1:pos:R:3:lowdin_charge:R:1
Au 0.86 -0.53 0.86 1.056
C 0.58 3.21 -4.16 -0.064
C 1.59 2.52 -3.30 -0.298
C 1.91 1.18 -3.52 -0.070
C 2.64 0.44 -2.59 -0.077
C 3.03 1.04 -1.39 -0.281
C 2.81 2.40 -1.19 -0.050
C 2.17 3.16 -2.18 -0.038
S 3.91 -0.09 -0.27 0.574
O 5.08 0.58 0.24 -0.340
O 3.92 -1.37 -0.93 -0.343
N 2.90 -0.16 1.06 -0.385
C 3.36 0.12 2.43 -0.195
C 2.13 0.08 3.44 -0.602
O 2.33 0.18 4.64 0.008
O 0.93 -0.15 2.97 -0.137
H 1.00 3.42 -5.17 0.087
H 0.20 4.12 -3.70 0.067
H -0.31 2.54 -4.21 0.080
H 1.58 0.69 -4.45 0.120
H 2.95 -0.58 -2.78 0.103
H 3.11 2.85 -0.26 0.109
H 2.09 4.25 -2.06 0.106
H 3.75 1.15 2.51 0.104
H 4.16 -0.55 2.75 0.104
N -1.53 4.03 0.65 0.080
C -1.73 2.85 1.25 -0.699
N -1.37 1.70 0.74 0.041
C -1.70 0.62 1.55 -0.476
C -2.46 0.95 2.66 -0.394
S -2.60 2.67 2.78 0.960
C -1.35 -1.88 2.24 -0.491
C -2.72 -2.43 2.22 -0.435
S -2.77 -4.13 2.15 0.931
C -0.99 -4.13 2.30 -0.704
N -0.43 -2.97 2.25 0.071
N -0.43 -5.32 2.51 0.076
H -0.78 4.12 -0.01 0.091
H -1.90 4.87 1.10 0.099
H -2.83 0.29 3.46 0.069
H -3.63 -1.89 2.41 0.059
H -0.93 -6.21 2.49 0.094
H 0.57 -5.33 2.74 0.113
C -0.96 -2.79 -1.19 -0.231
Ge -1.78 -1.02 -0.81 0.845
C -3.74 -1.37 -0.93 -0.243
C -1.42 0.48 -2.09 -0.217
C -1.20 -0.72 1.17 -0.427
H -0.65 -2.95 -2.21 -0.002
H -1.70 -3.54 -0.94 -0.006
H -0.08 -2.95 -0.52 0.008
H -3.93 -1.97 -1.87 0.025
H -4.35 -0.42 -1.01 0.027
H -4.05 -1.94 -0.04 -0.020
H -0.49 0.23 -2.63 -0.009
H -1.32 1.39 -1.48 -0.006
H -2.23 0.59 -2.82 0.007
H -1.19 -1.36 3.18 0.124
```

Summary:
2S+1: 3
Net charge: -1

Arrangement B

Below is a molecular structure, C19H25AuGeN5O4S3, with properties calculated with ωB97M-V/def2-TZVPD.

Geometry as XYZ:
```
58
Properties=species:S:1:pos:R:3:lowdin_charge:R:1
Au -0.99 -1.44 -0.01 0.993
C 2.28 4.90 1.71 -0.053
C 1.67 3.53 1.97 -0.274
C 1.88 2.94 3.18 -0.059
C 1.35 1.69 3.51 -0.051
C 0.57 1.04 2.58 -0.298
C 0.42 1.57 1.33 -0.070
C 0.91 2.85 1.02 -0.013
S -0.25 -0.35 3.21 0.533
O -0.75 0.08 4.52 -0.334
O 0.67 -1.43 3.23 -0.321
N -1.49 -0.76 2.25 -0.309
C -2.31 -1.81 2.81 -0.206
C -3.30 -2.21 1.68 -0.603
O -4.40 -2.70 1.91 0.010
O -2.90 -2.12 0.39 -0.267
H 1.73 5.52 1.01 0.069
H 3.24 4.89 1.24 0.064
H 2.40 5.44 2.64 0.067
H 2.38 3.42 4.00 0.104
H 1.58 1.23 4.51 0.135
H -0.11 1.02 0.58 0.042
H 0.70 3.27 0.04 0.114
H -2.86 -1.46 3.67 0.103
H -1.65 -2.67 3.07 0.124
N -0.24 -2.74 -3.88 0.093
C -1.23 -1.85 -3.96 -0.668
N -1.69 -1.22 -2.88 0.073
C -2.65 -0.32 -3.16 -0.334
C -2.95 -0.27 -4.53 -0.402
S -2.12 -1.45 -5.44 1.000
C -3.14 0.57 -2.14 -0.304
C -4.22 1.44 -2.25 -0.363
S -4.55 2.24 -0.73 0.980
C -3.14 1.38 -0.04 -0.679
N -2.54 0.57 -0.87 0.058
N -2.84 1.52 1.24 0.116
H -0.02 -3.22 -2.97 0.131
H 0.09 -3.20 -4.69 0.073
H -3.60 0.42 -5.02 0.048
H -4.77 1.71 -3.10 0.033
H -3.30 2.23 1.78 0.096
H -2.41 0.76 1.75 0.042
C 3.70 -0.03 -1.52 -0.245
Ge 2.62 -1.61 -0.89 0.761
C 3.16 -2.39 0.84 -0.228
C 3.00 -3.02 -2.34 -0.252
C 0.71 -1.09 -0.88 -0.456
H 4.60 -0.32 -2.13 0.013
H 4.14 0.45 -0.64 0.000
H 3.02 0.61 -2.11 0.007
H 4.12 -1.98 1.20 0.015
H 3.14 -3.49 0.80 0.008
H 2.38 -2.16 1.58 -0.011
H 4.08 -3.18 -2.34 -0.005
H 2.73 -2.77 -3.34 -0.023
H 2.54 -3.96 -2.04 -0.002
H 0.62 -0.11 -1.33 -0.076
```

Summary:
2S+1: 3
Net charge: -1

If you had to name the least stable structure above, which would it be? It would be arrangement B.